{"formula": "CH2O3", "method": "wB97M-V/def2-TZVPD", "elements": ["O", "C", "O", "O", "H", "H"], "positions_angstrom": [[2.0877, -0.0710, 0.0462], [0.9147, -0.3351, -0.0330], [-0.0396, 0.6078, -0.2050], [-1.3383, 0.2026, 0.0391], [0.3187, -1.3540, -0.0464], [-1.9432, 0.9497, 0.1991]], "forces_ev_per_a": [[-2.0, -0.4, -0.3], [-0.9, -2.1, 0.2], [1.3, 3.2, -0.1], [-1.5, -2.6, 0.2], [1.7, 1.3, 0.3], [1.4, 0.5, -0.2]], "mulliken_charge": [-0.454, 0.293, -0.105, -0.342, 0.271, 0.337], "multiplicity": 1, "smiles": "O=COO", "lumo_ev": 0.5, "energy_ev": -7208.458, "homo_energy_ev": -10.90}

=====

{"formula": "C3H9NO3", "method": "wB97M-V/def2-TZVPD", "elements": ["N", "C", "C", "C", "O", "O", "H", "H", "H", "H", "H", "H", "H", "O", "H", "H"], "positions_angstrom": [[1.7386, 0.5094, 1.1386], [0.6270, -0.2071, 0.4961], [-0.8054, 0.0929, 0.9494], [-1.6254, -1.1704, 1.1499], [-2.6818, -1.3692, 0.6144], [-1.1409, -2.0064, 2.1018], [1.6713, 0.2661, 2.1122], [2.5826, 0.2573, 0.6591], [0.7481, -1.2971, 0.6298], [0.6546, -0.0732, -0.5856], [-0.8182, 0.5327, 1.9540], [-1.3484, 0.6699, 0.2075], [-1.8499, -2.2302, 2.7173], [2.7500, 3.4143, -5.2195], [2.5165, 3.3298, -6.1356], [2.9072, 2.5166, -4.9606]], "forces_ev_per_a": [[-2.0, 0.5, -0.5], [0.2, -1.3, -0.5], [0.2, -0.6, 0.3], [-0.8, 0.5, -0.3], [0.1, 0.0, 0.1], [0.7, 0.3, 0.6], [0.9, -0.1, 0.2], [0.5, -0.2, 0.5], [0.1, 0.2, 0.0], [0.2, 0.3, 0.0], [0.0, 0.4, -0.3], [0.0, 0.4, 0.3], [-0.2, -0.4, -0.4], [0.0, 0.6, 0.3], [-0.2, 0.2, -0.7], [0.2, -0.7, 0.4]], "mulliken_charge": [-0.635, -0.376, -0.344, 0.437, -0.527, -0.457, 0.216, 0.231, 0.280, 0.364, 0.282, 0.204, 0.324, -0.629, 0.316, 0.313], "multiplicity": 1, "smiles": "NCCC(=O)O.O", "lumo_ev": 0.6, "energy_ev": -10889.231, "homo_energy_ev": -9.47}

=====

{"formula": "ClHN4", "method": "wB97M-V/def2-TZVPD", "elements": ["N", "N", "N", "N", "Cl", "H"], "positions_angstrom": [[-0.5162, -1.2040, 0.4268], [-1.4460, -0.5025, 0.4567], [-2.4037, 0.0393, 0.3800], [-0.5020, 0.9508, -2.2019], [-0.4731, 2.5533, -2.3245], [0.2394, -1.1782, -0.2530]], "forces_ev_per_a": [[4.2, -3.5, 1.3], [-0.9, 0.8, -2.0], [-2.6, 1.9, 0.7], [0.0, 0.7, 0.0], [0.0, -0.7, 0.1], [-0.7, 0.7, 0.0]], "mulliken_charge": [-0.768, 0.903, -0.432, -0.122, 0.122, 0.298], "multiplicity": 1, "lumo_ev": [-1.5, -1.5], "energy_ev": -18492.837, "homo_energy_ev": [-9.99, -9.99]}

=====

{"formula": "C7H8O", "method": "wB97M-V/def2-TZVPD", "elements": ["C", "O", "C", "C", "C", "C", "C", "C", "H", "H", "H", "H", "H", "H", "H", "H"], "positions_angstrom": [[1.4999, -1.6171, 1.5570], [1.0943, -1.5213, 0.1315], [0.3259, -0.4417, -0.2017], [0.6744, 0.2955, -1.2813], [-0.1870, 1.3662, -1.6771], [-1.3071, 1.6378, -1.0190], [-1.7178, 0.8479, 0.0891], [-0.8835, -0.1128, 0.5580], [2.2536, -2.2768, 1.6552], [1.9830, -0.6545, 1.8340], [0.3753, -1.7748, 2.1082], [1.6930, -0.0593, -1.9547], [0.0230, 1.8264, -2.5156], [-2.0504, 2.1961, -1.4366], [-2.5365, 1.0468, 0.8004], [-1.2403, -0.7585, 1.3527]], "forces_ev_per_a": [[-5.9, 3.6, -0.8], [1.1, -0.4, 1.1], [-1.2, -0.3, 1.9], [2.3, 0.0, -2.4], [1.5, -3.6, 2.7], [-1.5, -1.8, 2.2], [0.7, 0.8, 1.1], [1.5, -1.4, -1.4], [1.8, -3.1, 0.2], [-0.8, -0.2, 0.1], [3.9, 0.1, -0.7], [-3.2, 1.3, 2.1], [1.1, 2.5, -4.1], [-1.5, 2.2, -1.0], [-0.1, 0.2, -1.2], [0.4, 0.1, 0.1]], "mulliken_charge": [-0.620, -0.408, 0.795, -0.199, -0.395, -0.712, -0.411, -0.359, 0.272, 0.293, 0.189, 0.167, 0.522, 0.408, 0.304, 0.156], "multiplicity": 1, "smiles": "COc1ccccc1", "lumo_ev": 1.0, "energy_ev": -9433.608, "homo_energy_ev": -8.72}